C21H35FOsP2 | ωB97M-V/def2-TZVPD

Structure (ORCA input):
```
! RIJCOSX wB97M-V def2-TZVPD def2/J DEFGRID3
* xyz 2 5
P 0.213 -2.494 0.569
P 0.195 2.638 1.273
C 1.431 0.150 -0.278
C 1.459 1.595 0.337
H 2.209 0.053 -1.076
H 1.769 -0.614 0.453
H 2.222 1.543 1.135
H 1.831 2.285 -0.430
C -1.391 2.517 0.437
H -2.174 3.056 1.003
H -1.696 1.459 0.344
H -1.327 2.965 -0.566
C 0.801 4.340 1.307
H 0.518 4.885 0.393
H 1.896 4.373 1.394
H 0.378 4.859 2.177
C -0.983 -3.836 0.371
H -0.832 -4.585 1.156
H -0.866 -4.297 -0.614
H -1.993 -3.422 0.449
C 1.846 -3.314 0.604
H 2.542 -2.746 1.233
H 2.256 -3.364 -0.410
H 1.746 -4.331 1.001
Os 0.013 -0.764 -1.625
C 0.251 0.725 -2.890
C -1.132 0.642 -2.460
C -2.171 0.078 -3.400
C -1.899 -1.404 -3.776
C -0.928 -2.063 -2.813
C 0.516 -2.046 -3.057
C 1.125 -1.297 -4.208
C 0.770 0.199 -4.221
C -0.035 -1.880 2.269
H 0.788 1.608 -2.533
H -1.489 1.451 -1.820
H -2.261 0.697 -4.312
H -3.133 0.134 -2.869
H -2.855 -1.950 -3.718
H -1.573 -1.502 -4.825
H -1.358 -2.923 -2.282
H 1.059 -2.945 -2.754
H 0.858 -1.775 -5.157
H 2.213 -1.400 -4.123
H 1.687 0.770 -4.437
H 0.069 0.423 -5.036
H 0.912 -1.525 2.696
H -0.440 -2.683 2.898
H -0.745 -1.044 2.243
F -0.485 1.159 6.993
C -0.330 1.322 5.637
C 0.949 1.534 5.142
C 1.085 1.833 3.783
C -0.049 1.972 2.954
C -1.299 1.578 3.462
C -1.455 1.302 4.824
H 1.833 1.507 5.796
H 2.062 1.957 3.312
H -2.161 1.519 2.807
H -2.439 1.075 5.239
*
```

The value obtained for the LUMO energy (alpha / beta) is -5.17 / -9.06 eV.

Atomic partial charges in e from the Mulliken method, atoms 1 to 2: number 1, P, carries 0.810; number 2, P, carries 1.582

=====

C3H4N2O | ωB97M-V/def2-TZVPD

Structure (ORCA input):
```
! RIJCOSX wB97M-V def2-TZVPD def2/J DEFGRID3
* xyz 0 1
O 0.188 1.473 1.482
C 0.779 1.421 0.320
C 1.328 1.374 -0.752
N 0.103 -2.007 -0.720
C -0.660 -1.344 -0.045
N -1.370 -0.755 0.778
H -0.449 0.721 1.522
H 1.829 1.376 -1.693
H 0.616 -1.552 -1.466
H -2.363 -0.708 0.574
*
```

The value obtained for the LUMO energy is 0.67 eV.

Atomic partial charges in e from the Mulliken method, atoms 1 to 2: number 1, O, carries -0.535; number 2, C, carries 0.254

=====

C28H53ClN5O10S | ωB97M-V/def2-TZVPD

Structure (ORCA input):
```
! RIJCOSX wB97M-V def2-TZVPD def2/J DEFGRID3
* xyz 1 1
C -2.148 -6.034 0.531
C -0.942 -5.096 0.589
Cl -1.079 -3.742 -0.558
C -0.784 -4.574 2.004
N 0.110 -3.411 2.131
C 1.398 -3.467 2.108
N 2.155 -4.583 1.936
C 2.819 -4.508 0.599
O 2.754 -3.176 0.197
C 3.196 -2.335 1.235
N 2.088 -2.237 2.236
C 2.627 -2.200 3.640
C 2.131 -0.986 4.461
C 1.261 0.001 3.685
C 2.093 0.795 2.663
S 2.191 2.548 3.156
C 2.242 3.302 1.578
N 3.125 4.031 1.055
N 2.635 4.357 -0.210
C 1.522 3.796 -0.348
O 1.173 3.090 0.771
H -3.053 -5.516 0.250
H -1.921 -6.816 -0.179
H -2.231 -6.524 1.497
H -0.086 -5.678 0.275
H -1.761 -4.318 2.389
H -0.418 -5.356 2.660
H -0.333 -2.510 2.242
H 1.676 -5.457 2.112
H 3.833 -4.899 0.621
H 2.258 -5.071 -0.141
H 4.090 -2.780 1.678
H 3.430 -1.365 0.821
H 2.315 -3.095 4.167
H 3.710 -2.220 3.659
H 3.003 -0.445 4.815
H 1.592 -1.314 5.344
H 0.442 -0.504 3.190
H 0.880 0.708 4.410
H 1.582 0.793 1.709
H 3.091 0.388 2.538
H 0.889 3.821 -1.217
O 7.977 9.193 -2.451
C 7.380 8.155 -2.408
O 6.034 8.173 -2.400
C 5.231 6.993 -2.499
C 5.042 6.311 -1.161
C 8.106 6.832 -2.291
H 5.635 6.318 -3.256
H 4.268 7.338 -2.871
H 5.992 5.973 -0.743
H 4.383 5.450 -1.256
H 4.604 7.004 -0.442
H 8.391 6.681 -1.251
H 9.005 6.886 -2.901
H 7.532 5.974 -2.632
O -0.711 2.996 -2.173
C -1.311 1.953 -2.149
O -2.648 1.977 -2.131
C -3.465 0.807 -2.247
C -3.644 0.110 -0.914
C -0.581 0.632 -2.059
H -3.076 0.142 -3.019
H -4.428 1.168 -2.603
H -2.693 -0.245 -0.514
H -4.313 -0.744 -1.019
H -4.067 0.799 -0.183
H -0.291 0.466 -1.022
H 0.314 0.697 -2.673
H -1.156 -0.220 -2.413
O -6.164 -6.372 0.358
C -6.006 -7.389 -0.259
O -4.744 -7.815 -0.474
C -4.417 -9.079 -1.059
C -4.464 -9.033 -2.572
C -7.166 -8.149 -0.856
H -5.047 -9.868 -0.647
H -3.399 -9.290 -0.732
H -5.464 -8.801 -2.938
H -4.159 -9.991 -2.993
H -3.795 -8.257 -2.947
H -7.460 -7.664 -1.785
H -7.996 -8.105 -0.155
H -6.960 -9.199 -1.051
O -2.100 9.096 1.028
C -2.316 8.156 0.319
O -2.928 7.072 0.841
C -3.362 5.961 0.058
C -2.241 4.976 -0.202
C -1.855 8.128 -1.121
H -3.838 6.299 -0.864
H -4.140 5.482 0.652
H -1.432 5.427 -0.776
H -2.608 4.113 -0.751
H -1.815 4.638 0.746
H -0.797 7.869 -1.145
H -1.985 9.124 -1.537
H -2.406 7.437 -1.756
*
```

The value obtained for the LUMO energy is -3.59 eV.

Atomic partial charges in e from the Mulliken method, atoms 1 to 2: number 1, C, carries -1.623; number 2, C, carries 1.033

=====

C15H60N30O15 | ωB97M-V/def2-TZVPD

Structure (ORCA input):
```
! RIJCOSX wB97M-V def2-TZVPD def2/J DEFGRID3
* xyz -1 2
C 13.065 -8.292 4.723
O 14.154 -7.847 5.058
N 12.988 -9.188 3.706
N 11.961 -7.927 5.261
H 12.147 -9.631 3.364
H 13.854 -9.437 3.250
H 11.204 -8.484 4.889
H 11.832 -7.160 5.904
C 9.567 -6.014 6.125
O 10.474 -5.479 5.452
N 8.210 -6.004 5.968
N 9.766 -6.283 7.388
H 7.781 -5.721 5.099
H 7.592 -6.408 6.657
H 9.118 -6.899 7.859
H 10.605 -5.939 7.832
C 12.354 -5.026 1.227
O 13.432 -4.459 1.583
N 11.752 -4.930 0.064
N 11.642 -5.737 2.093
H 12.005 -4.331 -0.708
H 10.921 -5.496 -0.027
H 10.855 -6.238 1.704
H 11.814 -5.586 3.077
C 6.373 -8.007 8.166
O 6.783 -8.205 7.062
N 6.280 -6.881 8.862
N 5.681 -8.846 8.978
H 6.659 -5.946 8.833
H 5.650 -6.911 9.651
H 5.228 -8.565 9.836
H 5.467 -9.801 8.731
C 8.710 -10.046 3.947
O 9.842 -9.509 3.954
N 7.604 -9.461 4.408
N 8.555 -11.310 3.541
H 7.607 -8.626 4.977
H 7.007 -10.233 4.668
H 9.447 -11.778 3.467
H 7.645 -11.735 3.640
C 5.726 -3.761 9.042
O 5.744 -3.783 10.264
N 4.679 -4.133 8.388
N 6.670 -3.554 8.172
H 4.794 -4.097 7.385
H 3.785 -4.271 8.837
H 7.622 -3.370 8.455
H 6.609 -3.840 7.205
C 13.520 -3.971 6.608
O 14.377 -3.699 7.370
N 13.488 -4.878 5.620
N 12.369 -3.309 6.613
H 14.180 -5.614 5.603
H 12.529 -4.965 5.315
H 12.240 -2.771 7.458
H 11.667 -3.496 5.911
C 6.711 -6.254 2.657
O 7.342 -6.583 1.689
N 6.305 -6.987 3.659
N 6.354 -5.051 2.876
H 6.259 -7.991 3.761
H 5.967 -6.373 4.386
H 6.702 -4.195 2.467
H 5.813 -4.882 3.712
C 13.539 -5.605 10.201
O 12.536 -5.681 9.500
N 14.732 -5.267 9.876
N 13.594 -6.087 11.437
H 14.888 -5.208 8.880
H 15.426 -5.126 10.596
H 12.820 -6.708 11.624
H 14.299 -5.920 12.140
C 3.852 -5.029 5.461
O 5.010 -4.828 5.163
N 3.199 -6.110 5.455
N 3.042 -4.073 5.625
H 3.549 -6.912 4.951
H 2.300 -6.168 5.912
H 2.178 -4.354 6.066
H 3.267 -3.106 5.439
C 8.690 -1.620 6.000
O 8.438 -0.819 5.106
N 9.203 -2.768 5.896
N 8.597 -1.243 7.280
H 9.520 -3.260 6.720
H 9.437 -3.194 5.011
H 8.370 -0.261 7.344
H 9.067 -1.822 7.962
C 9.286 -4.760 10.474
O 9.067 -4.050 9.511
N 10.368 -5.305 10.916
N 8.290 -5.245 11.235
H 11.229 -5.171 10.404
H 10.451 -5.714 11.836
H 7.361 -4.874 11.096
H 8.530 -5.894 11.972
C 8.481 -9.632 11.236
O 8.002 -9.271 12.233
N 9.040 -8.893 10.305
N 8.788 -10.855 11.063
H 8.880 -7.898 10.372
H 9.491 -9.286 9.492
H 9.417 -11.088 10.308
H 8.582 -11.598 11.716
C 11.209 -2.190 3.088
O 11.302 -3.075 3.868
N 10.269 -1.229 3.137
N 11.965 -1.903 2.045
H 10.162 -0.565 2.384
H 9.678 -1.139 3.951
H 12.643 -2.620 1.829
H 11.696 -1.357 1.239
C 10.151 -10.548 8.068
O 10.374 -11.429 8.919
N 9.023 -10.404 7.513
N 10.968 -9.625 7.740
H 8.268 -11.022 7.773
H 9.062 -9.918 6.628
H 10.819 -8.841 7.120
H 11.918 -9.844 8.005
*
```

The value obtained for the LUMO energy (alpha / beta) is 1.85 / 1.84 eV.

Atomic partial charges in e from the Mulliken method, atoms 1 to 2: number 1, C, carries 0.603; number 2, O, carries -0.780

=====

C2H12NO3 | ωB97M-V/def2-TZVPD

Structure (ORCA input):
```
! RIJCOSX wB97M-V def2-TZVPD def2/J DEFGRID3
* xyz 1 1
C -1.699 0.113 0.911
O -1.823 0.162 -0.485
C -0.240 -0.257 1.191
N 0.607 0.001 -0.029
H -2.433 -0.433 1.491
H -1.896 1.139 1.313
H -2.655 -0.138 -0.853
H 0.311 0.090 2.049
H -0.300 -1.361 1.286
H 0.757 0.999 -0.208
H 0.021 -0.298 -0.821
H 1.528 -0.432 -0.071
H 3.830 -0.995 2.118
H 3.068 -2.153 2.835
O 2.971 -1.318 2.350
H -1.445 1.780 -4.380
H 0.003 1.583 -4.722
O -0.606 1.514 -3.972
*
```

The value obtained for the LUMO energy is -3.11 eV.

Atomic partial charges in e from the Mulliken method, atoms 1 to 2: number 1, C, carries -0.305; number 2, O, carries -0.532

=====

C15H15N3PY | ωB97M-V/def2-TZVPD

Structure (ORCA input):
```
! RIJCOSX wB97M-V def2-TZVPD def2/J DEFGRID3
* xyz 0 1
C -0.743 1.070 -4.255
C 0.044 1.962 -4.979
C 1.318 1.396 -5.269
C 1.412 0.068 -4.762
C 0.242 -0.302 -4.110
Y -2.281 -0.773 -1.497
P -0.429 -2.493 -0.502
H -1.776 1.153 -3.903
H -0.277 2.962 -5.276
H 2.110 1.906 -5.815
H -0.045 -1.257 -3.659
H 2.290 -0.573 -4.868
H 0.979 -2.439 -0.765
H -0.609 -3.838 -0.985
H -0.329 -2.852 0.882
N 0.127 -1.417 7.505
C 0.070 -1.056 6.392
C -0.003 -0.615 5.025
C -1.147 -0.888 4.264
C -1.238 -0.441 2.946
C -0.171 0.276 2.393
C 0.990 0.533 3.132
C 1.068 0.086 4.454
N -0.247 0.706 1.048
C 0.774 1.236 0.267
C 0.321 1.349 -0.998
N -0.962 0.831 -1.049
C -1.309 0.495 0.232
H -1.969 -1.450 4.710
H -2.127 -0.672 2.355
H 1.824 1.078 2.690
H 1.965 0.281 5.043
H 1.735 1.503 0.683
H 0.755 1.741 -1.895
H -2.361 0.432 0.565
*
```

The value obtained for the LUMO energy (alpha / beta) is -1.40 / -1.42 eV.

Atomic partial charges in e from the Mulliken method, atoms 1 to 2: number 1, C, carries -0.214; number 2, C, carries -0.804

=====

Max |F| per entry: 7.4; 0.6; 1.8; 7.1; 3.5; 4.8 eV/Å
Total energy per entry: -46086.7671; -8200.5405; -81170.5224; -91953.3304; -9894.4460; -30592.1501 eV